(1)
A structure of composition C3H12N2O3, computed with ωB97M-V with the def2-TZVPD basis set.

Summary:
Energy relative to the best compared isomer or geometry (same formula, charge and spin): 57.6 kcal/mol
Multiplicity: 1
Orbital gap: 9.90 eV
LUMO energy: 0.670 eV
HOMO energy: -0.33917 Ha

Each line ends with the Mulliken charge.
Element x y z (Å)
C  -1.51  0.63  0.40  0.686
C  -0.26  0.13  -2.11  -0.609
N  -0.86  1.04  1.52  -0.398
O  -0.45  1.10  -1.11  -0.677
O  -1.69  -0.70  0.34  -0.455
O  -2.44  1.42  -0.13  -0.626
H  -2.35  -0.88  -0.34  0.364
H  -1.77  1.73  -0.91  0.486
H  -0.60  2.01  1.51  0.264
H  -0.14  0.41  1.85  0.186
H  0.24  -0.76  -1.71  0.203
H  0.37  0.53  -2.91  0.266
H  -1.22  -0.19  -2.56  0.285
C  2.20  -0.64  0.56  -0.648
N  1.38  -1.57  1.33  -0.612
H  1.30  -1.31  2.31  0.242
H  0.45  -1.69  0.94  0.243
H  3.15  -0.48  1.08  0.350
H  1.75  0.33  0.34  0.200
H  2.44  -1.10  -0.41  0.251

(2)
A structure of composition H39O20 in a non-equilibrium geometry, computed with ωB97M-V with the def2-TZVPD basis set.

Summary:
Energy relative to the best compared isomer or geometry (same formula, charge and spin): 100.9 kcal/mol
Multiplicity: 1
Orbital gap: 8.82 eV
LUMO energy: 1.943 eV
Total charge: -1
HOMO energy: -0.25287 Ha

Each line ends with the Mulliken charge.
Element x y z (Å)
O  -1.00  -2.01  2.05  -0.462
H  2.34  4.28  1.83  0.364
O  -4.77  -1.79  2.77  -0.650
H  -4.64  -0.94  3.21  0.310
H  -3.92  -1.86  2.31  0.323
O  4.63  -0.29  -0.47  -0.510
H  0.14  4.89  -1.63  0.288
H  5.53  -0.48  -0.18  0.317
O  3.48  2.60  0.90  -0.614
H  2.90  2.91  0.20  0.352
H  1.43  1.56  -1.54  0.303
O  1.62  1.20  -0.67  -0.588
H  -3.46  -2.17  -0.87  0.417
H  4.26  0.05  0.35  0.128
O  4.14  -2.68  -1.79  -0.665
H  -1.23  -1.29  1.43  0.361
H  4.03  1.88  0.59  0.243
O  -3.56  -0.47  -1.48  -0.631
H  -4.37  0.01  -1.51  0.264
H  -3.14  -0.09  -2.26  0.310
O  -0.95  -3.67  -3.99  -0.623
H  4.59  -1.93  -2.14  0.293
H  -1.52  2.69  -0.57  0.158
O  2.22  -1.84  3.69  -0.656
H  2.56  -2.55  3.15  0.359
H  1.30  -1.71  3.55  0.290
O  -0.06  2.05  -3.29  -0.785
H  -0.53  2.88  -3.48  0.349
H  -0.78  1.93  -2.49  0.280
O  -3.64  -3.01  -0.43  -0.651
H  -1.96  0.24  -0.52  0.134
H  -3.21  -3.63  0.13  0.287
O  1.94  5.08  2.18  -0.618
H  -4.05  2.75  3.03  0.299
H  3.46  -2.20  -1.27  0.400
O  -1.41  -0.23  0.12  -0.634
H  -0.62  -0.51  -0.36  0.296
H  -1.03  -4.61  -3.97  0.308
O  0.73  4.23  -1.27  -0.608
H  -1.58  -3.43  -3.30  0.313
H  0.64  3.43  -1.81  0.303
O  -2.67  3.77  -2.89  -0.828
H  -2.11  3.09  -2.09  0.314
H  -2.72  2.95  -3.40  0.288
O  1.75  -1.68  -1.02  -0.715
H  2.03  -0.78  -0.83  0.370
H  -0.08  -4.44  2.26  0.310
O  -3.98  1.81  2.84  -0.608
H  1.60  -1.68  -1.97  0.357
H  -3.27  1.75  2.19  0.313
O  -1.62  2.16  -1.36  -0.719
H  0.91  1.72  -0.24  0.265
H  1.02  4.94  2.37  0.294
O  3.93  -1.76  1.75  -0.702
H  3.66  -1.46  0.88  0.364
H  3.73  -1.10  2.43  0.380
O  -0.68  -4.86  2.88  -0.627
H  -1.27  -4.15  3.15  0.323
H  -0.70  -1.56  2.84  0.267

(3)
A structure of composition C24H35N6S3Sc in a non-equilibrium geometry, computed with ωB97M-V with the def2-TZVPD basis set.

Summary:
Energy relative to the best compared isomer or geometry (same formula, charge and spin): 0.0 kcal/mol
Multiplicity: 1
Orbital gap: 7.80 eV
LUMO energy: -6.073 eV
Total charge: +2
HOMO energy: -0.50968 Ha

Each line ends with the Mulliken charge.
Element x y z (Å)
Sc  -0.42  -0.13  -0.42  -2.205
C  -0.63  1.06  -2.56  0.895
C  -1.26  1.85  -1.57  0.361
C  -2.37  1.13  -1.07  1.067
C  -2.42  -0.11  -1.74  0.654
C  -1.34  -0.16  -2.66  0.711
C  -1.16  -1.22  -3.71  -1.513
C  -3.62  -1.02  -1.73  -1.704
C  -3.43  1.65  -0.15  -1.774
C  -0.87  3.25  -1.23  -1.627
C  0.48  1.54  -3.44  -1.361
H  -0.21  -1.11  -4.25  0.375
H  -1.95  -1.15  -4.46  0.421
H  -1.19  -2.24  -3.32  0.263
H  -4.44  -0.53  -2.25  0.384
H  -3.97  -1.25  -0.72  0.255
H  -3.44  -1.95  -2.26  0.571
H  -4.30  1.96  -0.72  0.400
H  -3.10  2.51  0.43  0.418
H  -3.78  0.89  0.56  0.291
H  -1.25  3.94  -1.98  0.425
H  0.22  3.39  -1.21  0.287
H  -1.26  3.58  -0.26  0.290
H  0.10  2.29  -4.14  0.415
H  0.93  0.75  -4.03  0.330
H  1.28  2.03  -2.87  0.264
C  -0.87  -2.15  3.00  -1.061
C  0.52  -1.54  3.14  -0.971
S  1.48  -1.28  1.66  0.448
C  1.97  -2.91  1.10  -1.083
C  0.87  -3.76  0.48  -0.889
S  -0.05  -2.92  -0.84  0.291
C  -1.70  -3.53  -0.52  -0.414
C  -2.37  -3.14  0.81  -1.282
S  -1.86  -1.58  1.58  0.420
H  -1.46  -1.93  3.89  0.609
H  -0.82  -3.23  2.92  0.475
H  1.10  -2.13  3.85  0.632
H  0.45  -0.54  3.59  0.337
H  2.43  -3.45  1.93  0.619
H  2.76  -2.73  0.37  0.399
H  0.15  -4.08  1.23  0.325
H  1.30  -4.66  0.04  0.609
H  -1.68  -4.62  -0.61  0.699
H  -2.29  -3.18  -1.36  -0.079
H  -2.22  -3.91  1.57  0.616
H  -3.44  -3.08  0.65  0.558
N  2.27  -1.03  -2.48  -0.011
C  2.61  -0.06  -1.63  -0.043
N  3.88  0.33  -1.63  -0.756
C  4.19  1.30  -0.77  0.023
N  5.43  1.75  -0.75  -0.305
N  3.32  1.87  0.11  -0.750
C  2.11  1.40  0.06  -0.207
N  1.66  0.45  -0.80  1.988
C  1.13  1.97  1.05  0.691
C  1.48  3.05  1.84  -0.588
C  0.57  3.52  2.76  -0.929
C  -0.66  2.91  2.88  -1.204
C  -0.95  1.84  2.05  -0.861
N  -0.07  1.38  1.15  1.687
H  2.95  -1.31  -3.16  0.303
H  1.30  -1.25  -2.67  0.020
H  6.12  1.36  -1.39  0.269
H  5.70  2.48  -0.11  0.251
H  2.46  3.49  1.72  0.628
H  0.82  4.37  3.39  0.490
H  -1.40  3.24  3.60  0.564
H  -1.90  1.33  2.11  0.589

(4)
A structure of composition C26H29InN5S3Sb, computed with ωB97M-V with the def2-TZVPD basis set.

Summary:
Energy relative to the best compared isomer or geometry (same formula, charge and spin): 30.0 kcal/mol
Multiplicity: 2
Orbital gap (alpha / beta): 6.22 / 6.29 eV
LUMO energy (alpha / beta): -3.574 / -4.161 eV
Total charge: +1
HOMO energy (alpha / beta): -0.35981 / -0.38423 Ha

Each line ends with the Mulliken spin population.
Element x y z (Å)
In  -0.52  -0.37  -0.12  0.576
C  -1.01  -3.41  -2.85  0.016
C  0.02  -2.34  -2.66  -0.081
C  -0.17  -1.07  -3.23  0.067
C  -1.34  -0.85  -4.15  -0.015
C  0.72  -0.03  -2.93  0.108
C  0.49  1.37  -3.47  0.005
C  1.85  -0.28  -2.13  -0.024
C  2.84  0.82  -1.87  0.001
C  2.07  -1.57  -1.62  -0.029
C  3.28  -1.81  -0.75  -0.008
C  1.17  -2.60  -1.91  -0.007
C  1.43  -4.01  -1.44  0.020
H  -0.79  -4.04  -3.71  -0.001
H  -2.00  -2.99  -3.00  0.001
H  -1.07  -4.06  -1.97  -0.005
H  -2.26  -0.61  -3.61  0.005
H  -1.54  -1.74  -4.74  -0.001
H  -1.15  -0.04  -4.86  -0.001
H  1.05  1.54  -4.39  -0.002
H  0.80  2.12  -2.75  0.001
H  -0.56  1.54  -3.68  -0.003
H  2.62  1.37  -0.94  0.002
H  2.86  1.55  -2.68  0.000
H  3.85  0.42  -1.77  -0.001
H  4.17  -2.01  -1.35  0.000
H  3.13  -2.67  -0.09  -0.004
H  3.49  -0.95  -0.12  0.002
H  0.90  -4.24  -0.51  -0.003
H  2.49  -4.19  -1.28  -0.001
H  1.09  -4.72  -2.19  -0.001
N  2.28  -2.67  2.93  0.003
C  1.32  -2.32  2.07  -0.019
N  1.02  -1.09  1.76  0.098
C  1.70  -0.05  2.38  -0.019
N  1.39  1.19  2.19  0.010
N  0.35  1.39  1.30  0.025
C  -0.26  2.50  1.41  0.005
C  -1.33  2.84  0.47  0.011
C  -2.04  4.03  0.57  0.002
C  -3.03  4.29  -0.36  -0.001
C  -3.28  3.37  -1.35  -0.002
C  -2.53  2.20  -1.38  0.007
N  -1.58  1.94  -0.49  0.046
C  2.83  -0.37  3.26  0.007
C  3.64  0.61  3.83  0.000
C  4.68  0.25  4.66  0.000
C  4.93  -1.09  4.94  0.000
C  4.14  -2.08  4.38  -0.001
C  3.10  -1.71  3.54  -0.004
H  2.42  -3.65  3.14  -0.001
H  0.75  -3.12  1.62  -0.018
H  0.01  3.21  2.19  0.003
H  -1.81  4.72  1.37  0.000
H  -3.60  5.21  -0.30  0.000
H  -4.05  3.53  -2.09  0.000
H  -2.71  1.44  -2.13  0.003
H  3.43  1.65  3.61  0.000
H  5.30  1.01  5.11  0.000
H  5.74  -1.37  5.60  0.000
H  4.33  -3.13  4.59  0.000
S  -1.50  -3.98  0.90  0.016
Sb  -3.34  -2.93  1.60  -0.011
S  -2.64  -0.65  2.41  0.014
S  -3.17  -0.68  0.41  0.206

(5)
A structure of composition C31H44BBr3ClF2Li2MgN4O15S in a non-equilibrium geometry, computed with ωB97M-V with the def2-TZVPD basis set.

Summary:
Multiplicity: 1
Orbital gap: 1.93 eV
LUMO energy: -7.272 eV
Total charge: +1
HOMO energy: -0.33834 Ha

Each line ends with the Mulliken charge.
Element x y z (Å)
C  1.21  2.61  3.46  -0.932
C  0.70  3.83  2.65  0.475
C  1.76  4.94  2.47  -0.885
O  1.91  5.19  1.07  -0.341
C  3.23  5.40  0.60  -1.154
C  3.33  4.67  -0.74  0.022
C  2.98  3.32  -0.84  0.362
O  2.61  2.62  0.33  0.048
C  3.69  2.37  1.01  0.345
N  4.45  2.09  1.83  -0.652
C  2.96  2.58  -2.01  -0.501
C  2.52  1.13  -1.99  -0.680
C  1.02  1.02  -1.68  1.043
C  0.20  1.07  -2.98  -0.949
O  0.04  -0.27  -3.43  -0.591
C  3.35  3.23  -3.21  0.693
N  3.42  2.71  -4.41  -0.337
S  3.99  3.93  -5.33  0.094
N  4.13  5.08  -4.25  -0.501
C  3.73  4.60  -3.09  1.546
C  3.73  5.32  -1.87  0.475
O  4.11  6.59  -1.85  -0.629
H  0.45  2.25  4.15  0.319
H  1.45  1.77  2.82  0.221
H  2.12  2.84  4.01  0.373
H  0.46  3.43  1.66  -0.858
H  -0.22  4.20  3.08  0.633
H  1.42  5.87  2.93  0.365
H  2.66  4.59  2.97  0.382
H  3.41  6.45  0.38  0.529
H  4.01  5.01  1.26  0.366
H  2.77  0.63  -2.92  -0.149
H  3.03  0.68  -1.13  0.357
H  0.70  1.80  -1.01  -1.317
H  0.79  0.06  -1.19  0.620
H  0.74  1.68  -3.70  0.442
H  -0.77  1.54  -2.81  0.359
H  0.36  -0.33  -4.33  0.298
H  4.66  6.74  -2.65  0.187
N  2.25  -1.33  -5.60  -0.337
C  3.28  -0.55  -5.28  -0.402
C  4.60  -0.99  -5.26  -0.465
C  4.86  -2.31  -5.59  -0.461
C  3.79  -3.13  -5.93  -0.570
C  2.51  -2.59  -5.92  -0.384
H  3.04  0.47  -5.04  0.848
H  5.40  -0.31  -4.99  0.470
H  5.87  -2.69  -5.59  0.754
H  3.95  -4.17  -6.19  0.328
H  1.65  -3.20  -6.18  0.410
B  8.95  5.25  -5.28  0.719
O  7.65  5.44  -4.58  -0.160
C  7.42  6.76  -4.44  0.532
O  6.47  7.24  -3.91  -0.538
C  8.61  7.50  -5.06  0.321
O  8.74  8.67  -5.11  -0.488
O  9.47  6.58  -5.53  -0.486
F  8.73  4.53  -6.44  -0.285
F  9.80  4.49  -4.42  -0.365
Li  -0.62  2.28  0.73  0.920
O  0.17  -0.40  1.29  -0.792
H  0.99  -0.91  1.36  0.145
C  6.16  -5.18  -2.77  -0.416
Br  6.62  -3.27  -2.73  0.001
Br  4.55  -5.49  -1.79  0.088
Br  6.06  -5.82  -4.57  0.037
H  6.96  -5.70  -2.27  0.371
Mg  7.84  3.11  -4.24  0.613
C  -2.81  -1.53  -0.59  -0.567
O  -3.82  -2.26  0.10  -0.321
C  -4.47  -1.53  1.01  0.750
O  -4.26  -0.37  1.27  -0.563
O  -5.38  -2.31  1.59  -0.304
C  -6.16  -1.66  2.60  -0.470
H  -2.35  -2.21  -1.31  0.261
H  -3.24  -0.69  -1.14  0.287
H  -2.04  -1.19  0.10  0.290
H  -6.72  -0.82  2.18  0.308
H  -5.52  -1.31  3.41  0.317
H  -6.86  -2.39  2.99  0.003
Cl  0.42  3.85  -2.32  -0.321
C  -11.19  -5.98  4.77  -0.808
O  -9.82  -6.25  4.97  -0.287
C  -8.96  -5.75  3.96  -0.611
C  -7.78  -4.97  4.52  -0.138
O  -8.09  -3.76  5.19  -0.376
C  -8.82  -3.80  6.41  -0.341
C  -8.12  -4.46  7.58  -0.500
O  -7.93  -5.85  7.39  -0.301
C  -6.62  -6.31  7.67  -0.816
H  -11.66  -6.79  4.20  0.286
H  -11.67  -5.92  5.74  0.241
H  -11.35  -5.03  4.25  0.381
H  -9.50  -5.12  3.25  0.345
H  -8.56  -6.62  3.42  0.377
H  -7.17  -4.68  3.67  0.398
H  -7.15  -5.61  5.14  0.015
H  -9.81  -4.22  6.25  0.086
H  -8.97  -2.75  6.68  0.422
H  -8.77  -4.34  8.46  0.381
H  -7.18  -3.95  7.78  0.336
H  -5.86  -5.57  7.42  0.386
H  -6.44  -7.20  7.07  0.241
H  -6.53  -6.58  8.73  0.288
Li  8.25  -1.60  -2.39  0.834

(6)
A structure of composition C4H8NO in a non-equilibrium geometry, computed with ωB97M-V with the def2-TZVPD basis set.

Summary:
Energy relative to the best compared isomer or geometry (same formula, charge and spin): 144.2 kcal/mol
Multiplicity: 1
Orbital gap: 10.83 eV
LUMO energy: -5.199 eV
Total charge: +1
HOMO energy: -0.58913 Ha

Each line ends with the Mulliken charge.
Element x y z (Å)
C  -1.81  0.61  0.04  -0.590
C  -0.14  0.99  -0.23  -0.552
C  -1.08  -0.75  -0.09  -0.068
C  1.14  -0.67  0.34  -0.592
N  0.02  -0.26  0.05  0.439
O  2.40  -0.47  -0.14  -0.371
H  -1.86  1.07  1.07  0.316
H  -2.39  1.07  -0.77  0.335
H  -0.18  1.06  -1.36  0.276
H  0.44  1.77  0.19  0.421
H  -1.32  -1.85  -0.36  0.383
H  1.43  0.18  1.26  0.309
H  2.44  -1.10  -0.85  0.331
H  0.90  -1.65  0.85  0.363

(7)
A cluster of 3 separate species, C3H15N2O2S in total in a non-equilibrium geometry, computed with ωB97M-V with the def2-TZVPD basis set.

Summary:
Energy relative to the best compared isomer or geometry (same formula, charge and spin): 5.1 kcal/mol
Multiplicity: 1
Orbital gap: 10.23 eV
LUMO energy: -2.905 eV
Total charge: +1
HOMO energy: -0.48273 Ha

Each line ends with the Mulliken charge.
Element x y z (Å)
N  -0.66  0.29  -0.49  -0.119
C  0.38  -0.50  0.24  0.022
C  1.77  -0.10  -0.20  -1.010
S  2.07  -0.35  -1.96  -0.197
C  0.18  -0.22  1.75  -0.876
N  -1.25  -0.12  2.07  -0.530
H  -1.55  -0.08  -0.19  0.459
H  -0.54  1.25  -0.21  0.347
H  -0.60  0.09  -1.49  0.314
H  0.23  -1.57  0.13  0.236
H  1.92  0.95  0.08  0.402
H  2.49  -0.61  0.43  0.478
H  2.61  -1.57  -1.82  0.167
H  0.70  0.69  2.07  0.421
H  0.68  -1.02  2.29  0.421
H  -1.42  0.59  2.77  0.231
H  -1.55  -0.96  2.56  0.233
H  -0.07  3.69  -0.99  0.292
H  0.60  3.05  -2.24  0.289
O  0.16  2.85  -1.41  -0.582
H  -1.66  -2.74  -0.82  0.331
H  -2.18  -1.59  -1.71  0.329
O  -2.31  -2.02  -0.86  -0.656

(8)
A cluster of 8 separate species, ClH14O7 in total, computed with ωB97M-V with the def2-TZVPD basis set.

Summary:
Energy relative to the best compared isomer or geometry (same formula, charge and spin): 5.0 kcal/mol
Multiplicity: 1
Orbital gap: 10.27 eV
LUMO energy: 3.397 eV
Total charge: -1
HOMO energy: -0.25271 Ha

Each line ends with the Mulliken charge.
Element x y z (Å)
Cl  -13.05  -3.33  16.15  -0.819
O  -14.74  -6.04  15.45  -0.633
H  -14.25  -5.26  15.79  0.282
H  -14.74  -5.92  14.49  0.314
O  -13.48  -0.24  15.05  -0.637
H  -12.64  -0.05  14.62  0.322
H  -13.51  -1.21  15.12  0.272
O  -14.48  -4.25  19.09  -0.645
H  -14.09  -4.16  18.21  0.274
H  -15.41  -4.07  18.97  0.296
O  -13.27  -0.54  18.22  -0.626
H  -13.38  -1.02  17.37  0.330
H  -12.38  -0.20  18.18  0.287
O  -15.70  -3.06  14.05  -0.624
H  -16.43  -3.11  14.68  0.319
H  -14.91  -3.13  14.61  0.269
O  -10.14  -4.04  17.40  -0.627
H  -10.35  -4.41  18.26  0.300
H  -11.00  -3.69  17.08  0.316
O  -11.59  -3.09  13.21  -0.647
H  -12.44  -3.29  12.81  0.311
H  -11.78  -3.06  14.16  0.366